1.
Density functional theory data (ωB97M-V/def2-TZVPD) for a structure of composition C37H54HgINOSi3Te at a distorted geometry.

Summary:
<S²> = 0.77
E_HOMO (spin up / spin down) = -3.6 / -3.7 eV
energy above the lowest of the compared OMol25 structures with the same formula, charge and spin = 31.4 kcal/mol

```
! wB97M-V def2-TZVPD RIJCOSX def2/J DEFGRID3
* xyz -1 2
Hg -1.6182 1.1153 -0.9175
I -4.0662 -1.4291 -2.0959
C -5.3301 -0.7238 -0.5174
C -6.3159 -1.5858 -0.1227
C -7.1778 -1.2376 0.9236
C -7.0311 -0.0320 1.5434
C -6.0535 0.8872 1.1162
C -5.9695 2.1603 1.7074
C -5.1060 3.0988 1.2156
C -4.2337 2.7727 0.1706
C -4.2041 1.5115 -0.3802
C -5.1471 0.5512 0.0567
H -6.4457 -2.5364 -0.6174
H -7.9541 -1.9272 1.2207
H -7.6862 0.2541 2.3554
H -6.6078 2.3805 2.5542
H -5.0724 4.0894 1.6519
H -3.5600 3.5405 -0.1902
C 0.0249 -3.1706 -6.5623
Si 0.1582 -1.8915 -5.1388
C 1.8880 -1.0911 -5.2787
C -1.2357 -0.6068 -5.3617
C -0.0546 -2.8324 -3.4991
Te 0.2394 -1.5804 -1.7285
C 2.3642 -1.9753 -1.4445
Si 2.7437 -3.4997 -0.3785
C 2.2261 -3.3217 1.4484
C 1.8564 -5.0293 -1.1156
C 4.6346 -3.8090 -0.4362
H 0.1471 -2.6912 -7.5286
H -0.9432 -3.6613 -6.5572
H 0.7857 -3.9412 -6.4783
H 1.9213 -0.3913 -6.1091
H 2.6600 -1.8377 -5.4459
H 2.1472 -0.5416 -4.3789
H -1.0946 -0.0135 -6.2622
H -1.2714 0.0801 -4.5208
H -2.2104 -1.0860 -5.4241
H 0.6164 -3.6809 -3.4194
H -1.0723 -3.2084 -3.4148
H 2.7253 -1.0719 -0.9633
H 2.8321 -2.0399 -2.4219
H 1.2213 -2.9219 1.5384
H 2.8941 -2.6413 1.9649
H 2.2541 -4.2714 1.9761
H 0.7884 -4.8429 -1.1977
H 1.9927 -5.9158 -0.5018
H 2.2306 -5.2604 -2.1097
H 5.1768 -2.9162 -0.1388
H 4.9632 -4.0749 -1.4368
H 4.9324 -4.6122 0.2319
C 0.8278 -1.3943 6.5424
C 0.4123 -0.3761 5.5231
C 1.0844 0.8299 5.3865
C 0.7354 1.7511 4.4128
C 1.5229 3.0246 4.3338
C -0.3253 1.4632 3.5277
C -0.6419 2.3789 2.4393
O -1.5413 2.2544 1.6223
C -1.0461 0.2603 3.6981
C -2.2157 -0.1058 2.8434
C -0.6624 -0.6313 4.6836
H 1.5862 -0.9917 7.2108
H 1.2392 -2.2737 6.0439
H -0.0290 -1.7175 7.1344
H 1.9158 1.0455 6.0468
H 2.2407 3.0682 5.1505
H 0.8708 3.8930 4.4046
H 2.0757 3.0817 3.3976
H 0.0102 3.2656 2.3748
H -2.9486 0.6957 2.8257
H -2.6933 -1.0158 3.2039
H -1.9081 -0.2665 1.8105
H -1.2075 -1.5609 4.7936
C 0.8097 2.3297 -3.6266
Si 1.4122 3.0755 -1.9715
C 0.1736 4.4739 -1.5174
C 3.0317 4.0336 -2.3905
N 1.3720 1.8085 -0.8493
C 2.1014 1.5099 0.2294
C 1.6581 0.5285 1.1431
C 2.4092 0.1568 2.2337
C 3.6516 0.7281 2.4709
C 4.1171 1.6929 1.5864
C 3.3636 2.0847 0.5046
H 1.1488 2.9075 -4.4808
H -0.2763 2.3016 -3.6579
H 1.1640 1.3129 -3.7468
H 0.0779 5.2141 -2.3089
H 0.4703 4.9901 -0.6077
H -0.8139 4.0512 -1.3379
H 2.8823 4.6790 -3.2531
H 3.8438 3.3511 -2.6256
H 3.3534 4.6617 -1.5631
H 0.6910 0.0708 0.9645
H 2.0212 -0.5886 2.9164
H 4.2483 0.4236 3.3212
H 5.0889 2.1480 1.7497
H 3.7355 2.8368 -0.1738
*
```

For each atom in turn, the Mulliken charge in e is: Hg 0.67; I 0.18; C -0.25; C -0.62; C -0.57; C -0.85; C 0.98; C -0.86; C -0.79; C -0.32; C -1.02; C 1.47; H 0.38; H 0.37; H 0.35; H 0.31; H 0.40; H 0.30; C -1.10; Si 0.31; C -0.91; C -0.67; C -0.69; Te -0.10; C -0.57; Si 0.27; C -0.92; C -1.18; C -1.17; H 0.30; H 0.30; H 0.31; H 0.35; H 0.37; H 0.11; H 0.32; H 0.07; H 0.30; H 0.20; H 0.50; H 0.08; H 0.54; H 0.22; H 0.17; H 0.57; H 0.33; H 0.37; H 0.31; H 0.33; H 0.31; H 0.33; C -1.65; C 0.79; C -0.82; C 1.09; C -2.07; C 0.89; C -0.71; O -0.30; C 1.37; C -1.09; C -1.18; H 0.38; H 0.30; H 0.38; H 0.25; H 0.37; H 0.42; H 0.32; H 0.33; H 0.21; H 0.41; H -0.02; H 0.35; C -0.26; Si -0.28; C -0.64; C -1.29; N 0.61; C -0.61; C 0.69; C -0.67; C -1.45; C -0.79; C -0.29; H 0.41; H 0.17; H -0.32; H 0.34; H 0.26; H -0.09; H 0.38; H 0.33; H 0.32; H 0.19; H 0.91; H 0.43; H 0.34; H 0.21

=====

2.
Density functional theory data (ωB97M-V/def2-TZVPD) for a cluster of 6 separate species, C37H54IN3O23P2S6 in total at a distorted geometry.

Summary:
SMILES = C#CCCCc1c(N)c2c(c(I)c1S)C(=O)c1c([PH2]=N)c(P(C)C)c(CCOCC)c(NCC)c1C2=O.O=S1(=O)OCCO1.O=S1(=O)OCCO1.O=S1(=O)OCCO1.O=S1(=O)OCCO1.O=S1(=O)OCCO1
E_HOMO = -7.9 eV

```
! wB97M-V def2-TZVPD RIJCOSX def2/J DEFGRID3
* xyz 0 1
C 3.9881 -3.4237 0.8961
C 3.6471 -2.3446 0.4735
C 3.3377 -0.9203 0.3001
C 4.4023 -0.2036 -0.5617
C 4.3789 1.3471 -0.4915
C 3.1025 1.9287 0.0724
C 1.9288 1.7306 -0.6772
N 1.9874 1.0427 -1.9348
C 0.7339 2.2182 -0.1551
C 0.6797 2.8978 1.0590
C 1.8299 3.1129 1.8041
I 1.7519 4.1444 3.6333
C 3.0450 2.6136 1.2990
S 4.5463 2.8058 2.2480
C -0.6991 3.3685 1.4504
O -0.8811 4.5119 1.7961
C -1.7740 2.3402 1.2696
C -2.7792 2.0487 2.1968
P -2.7316 2.9883 3.7767
N -4.0295 3.8392 4.0349
C -3.7959 1.0886 1.9213
P -5.1714 0.7972 3.1169
C -4.6263 0.7433 4.8800
C -6.0254 -0.8182 2.9528
C -3.7265 0.4514 0.6506
C -4.7689 -0.5471 0.1680
C -4.4009 -1.9856 0.5840
O -5.5453 -2.7963 0.7701
C -5.3160 -3.8920 1.6221
C -4.6751 -5.1124 0.9289
C -2.6874 0.7280 -0.2618
N -2.5701 0.1123 -1.5424
C -1.9152 -1.2153 -1.5931
C -1.0764 -1.5593 -0.3684
C -1.7086 1.6701 0.0468
C -0.5666 1.9967 -0.8819
O -0.6630 2.0913 -2.0807
H 4.0205 -4.4780 1.0644
H 3.1409 -0.4313 1.2566
H 2.3907 -0.8873 -0.2520
H 5.3751 -0.6174 -0.2926
H 4.2126 -0.5008 -1.5946
H 4.4710 1.7257 -1.5128
H 5.2588 1.6852 0.0461
H 1.4143 0.2072 -1.8950
H 1.6065 1.6555 -2.6452
H 5.0689 3.9625 1.8007
H -1.5931 3.7996 3.8076
H -2.4810 2.0198 4.7708
H -4.6804 3.7363 3.2615
H -5.4180 0.2086 5.4067
H -4.6743 1.7706 5.2454
H -3.6492 0.2969 5.0553
H -6.7356 -0.8795 2.1371
H -5.3287 -1.6532 2.9600
H -6.5985 -0.9233 3.8787
H -4.8193 -0.5537 -0.9191
H -5.7586 -0.2567 0.5090
H -3.8397 -1.9259 1.5306
H -3.7353 -2.4735 -0.1329
H -6.2851 -4.2032 2.0192
H -4.6996 -3.6349 2.4934
H -5.3339 -5.9820 0.9127
H -3.7951 -5.4330 1.4948
H -4.3518 -4.9132 -0.0937
H -3.4558 0.1303 -2.0245
H -2.6512 -1.9843 -1.8440
H -1.2132 -1.1854 -2.4373
H -0.2695 -0.8369 -0.2163
H -1.6523 -1.7186 0.5415
H -0.5739 -2.5065 -0.5921
O 6.5900 -6.3053 -0.8821
S 5.3653 -5.9858 -1.5078
O 4.1139 -6.2798 -0.9044
O 5.3832 -6.5953 -2.9939
C 5.1768 -5.5596 -3.9578
C 5.7370 -4.3126 -3.3077
O 5.3712 -4.4343 -1.9314
H 4.1034 -5.4667 -4.1382
H 5.6802 -5.8075 -4.8887
H 5.3265 -3.3988 -3.7293
H 6.8273 -4.2847 -3.3715
O 6.6583 -8.6094 -0.9229
S 6.5677 -9.1064 0.3994
O 6.2000 -8.2808 1.4899
O 7.9447 -9.8570 0.7493
C 7.6881 -11.2148 1.1193
C 6.4281 -11.5871 0.3665
O 5.6212 -10.4070 0.4159
H 7.5325 -11.2533 2.1996
H 8.5345 -11.8426 0.8530
H 5.9020 -12.4238 0.8179
H 6.6409 -11.8133 -0.6809
O -8.0500 3.1559 0.2178
S -6.8741 2.9888 -0.5556
O -6.6715 1.8389 -1.3677
O -5.6061 3.1695 0.4042
C -4.7603 4.2169 -0.0835
C -5.6959 5.1603 -0.8013
O -6.6438 4.2891 -1.4551
H -4.0294 3.7752 -0.7677
H -4.2382 4.6973 0.7426
H -5.1839 5.7799 -1.5291
H -6.2377 5.7916 -0.1061
O 6.5922 2.8178 -3.4832
S 6.0194 3.5000 -4.5872
O 6.8153 4.0848 -5.6022
O 4.9953 4.5962 -4.0187
C 3.6838 4.3727 -4.5497
C 3.6266 2.8815 -4.8012
O 4.9332 2.5466 -5.2823
H 3.5864 4.9389 -5.4781
H 2.9284 4.7065 -3.8428
H 2.8712 2.6106 -5.5340
H 3.4529 2.3264 -3.8757
O -4.8703 9.6018 1.6753
S -4.3266 8.4644 1.0302
O -5.1172 7.6415 0.1791
O -3.6224 7.5463 2.1270
C -2.2412 7.3391 1.7946
C -1.8493 8.5832 1.0260
O -3.0065 8.8896 0.2307
H -2.1664 6.4451 1.1761
H -1.6540 7.1979 2.6970
H -0.9831 8.4267 0.3895
H -1.6623 9.4263 1.6942
*
```

Atom charges from the Mulliken analysis, given in e for atoms 1 to 99: C -0.16; C -1.40; C 0.70; C -0.64; C -1.23; C 0.02; C -0.33; N -0.16; C 0.12; C 1.11; C -0.53; I 0.06; C 1.19; S -0.22; C -1.42; O -0.33; C 0.46; C 0.81; P 0.46; N -0.83; C 0.97; P 0.64; C -1.34; C -1.06; C 0.75; C -1.71; C -1.12; O -0.36; C -0.10; C -1.24; C -1.15; N -0.01; C -0.92; C -0.52; C -0.05; C -0.81; O -0.59; H 0.64; H 0.47; H -0.17; H 0.65; H 0.27; H -0.35; H 0.65; H 0.13; H 0.39; H 0.20; H -0.11; H 0.13; H 0.41; H 0.44; H 0.43; H 0.34; H 0.43; H 0.23; H 0.53; H 0.48; H 0.52; H 0.47; H 0.28; H 0.43; H 0.25; H 0.34; H 0.32; H 0.31; H 0.50; H 0.47; H 0.43; H -0.08; H 0.15; H 0.45; O -0.50; S 1.15; O -0.58; O -0.31; C -0.35; C -0.42; O -0.19; H 0.28; H 0.31; H 0.31; H 0.30; O -0.50; S 1.17; O -0.56; O -0.32; C -0.33; C -0.35; O -0.34; H 0.29; H 0.30; H 0.31; H 0.28; O -0.59; S 1.17; O -0.59; O -0.24; C 0.31; C -0.54

=====

Calculated E_tot in order - -85987.557 -182487.643 eV